Entry 1:
Formula: C27H53N2O15P3
Source: the OMol25 dataset
Level of theory: wB97M-V/def2-TZVPD

Last columns: bonded neighbours and bond lengths (Å).
Element x y z (Å)
1 C -3.4206 5.8821 -1.5153  C2 1.612, H26 1.170, H27 1.188, H28 1.185
2 C -2.1164 5.0212 -1.9119  C1 1.612, C3 1.603, H29 1.195, H30 1.195
3 C -2.0205 3.4609 -1.5591  C2 1.603, C4 1.625, H31 1.197, H32 1.197
4 C -3.3549 2.5752 -1.2837  C3 1.625, C5 1.679, C7 1.680, C14 1.621
5 C -4.2622 3.0830 0.0341  C4 1.679, N6 1.315
6 N -4.8830 3.6786 1.0291  C5 1.315
7 C -2.7493 1.1324 -0.6723  C4 1.680, C8 1.673, H33 1.169, H34 1.194
8 C -2.1617 1.3080 0.8847  C7 1.673, C9 1.673, H35 1.163, H36 1.194
9 C -0.8263 0.3341 1.1419  C8 1.673, C10 1.656, H37 1.170, H38 1.194
10 C 0.4817 0.8034 0.2415  C9 1.656, O11 1.486, H39 1.187, H40 1.191
11 O 0.7518 -0.0971 -0.9095  C10 1.486, C12 1.471
12 C 0.7971 0.6489 -2.1769  O11 1.471, O13 1.360, H41 1.170
13 O 0.2676 0.0204 -3.2601  C12 1.360
14 C -4.4067 2.3946 -2.5045  C4 1.621, C15 1.678, C17 1.636, P22 1.917
15 C -5.8823 3.0041 -1.9892  C14 1.678, N16 1.313
16 N -7.0525 3.4793 -1.6305  C15 1.313
17 C -4.1133 3.1990 -3.8992  C14 1.636, C18 1.642, H42 1.194, H43 1.197
18 C -2.9130 2.5802 -4.8337  C17 1.642, C19 1.659, H44 1.186, H45 1.168
19 C -2.0584 3.7574 -5.6305  C18 1.659, O20 1.362, O21 1.472
20 O -2.6039 4.3197 -6.7442  C19 1.362
21 O -0.7156 4.2313 -5.2588  C19 1.472, H46 1.006
22 P -4.8179 0.6038 -3.0492  C14 1.917, O23 1.613, O24 1.735, O25 1.778
23 O -5.7524 0.5454 -4.3633  P22 1.613
24 O -3.4502 -0.4032 -3.4045  P22 1.735, H47 1.000
25 O -5.8598 -0.0539 -1.7676  P22 1.778, H48 1.012
26 H -4.4652 5.3876 -1.6968  C1 1.170
27 H -3.4408 6.9175 -2.0969  C1 1.188
28 H -3.3468 6.1627 -0.3660  C1 1.185
29 H -1.9612 5.1386 -3.0908  C2 1.195
30 H -1.1684 5.5765 -1.4428  C2 1.195
31 H -1.4719 2.9330 -2.4828  C3 1.197
32 H -1.2006 3.3707 -0.6923  C3 1.197
33 H -1.8489 0.7225 -1.2944  C7 1.169
34 H -3.6163 0.3291 -0.5024  C7 1.194
35 H -1.8122 2.3883 1.1387  C8 1.163
36 H -2.9573 0.9276 1.6895  C8 1.194
37 H -1.0728 -0.8075 1.0693  C9 1.170
38 H -0.5193 0.5549 2.2743  C9 1.194
39 H 1.4917 0.8309 0.8647  C10 1.187
40 H 0.3628 1.9017 -0.2047  C10 1.191
41 H 1.2040 1.7343 -2.3377  C12 1.170
42 H -4.0504 4.3853 -3.7771  C17 1.194
43 H -5.1054 3.0575 -4.5538  C17 1.197
44 H -3.3978 1.9137 -5.6871  C18 1.186
45 H -2.1440 1.9008 -4.2767  C18 1.168
46 H -0.5251 3.8531 -4.3465  O21 1.006
47 H -2.5709 0.0408 -3.2314  O24 1.000
48 H -6.8086 0.0410 -2.1054  O25 1.012
49 O 6.0368 -0.2858 -4.0722  P50 1.548
50 P 6.3990 -0.4019 -2.5714  O49 1.548, O51 1.669, O54 1.665, O57 1.730
51 O 6.7485 -2.0311 -2.6585  P50 1.669, C52 1.421
52 C 7.5214 -2.5580 -3.7287  O51 1.421, C53 1.517, H60 1.093, H61 1.095
53 C 9.0086 -2.4788 -3.4420  C52 1.517, H62 1.094, H63 1.095, H64 1.093
54 O 4.8328 -0.5616 -2.0303  P50 1.665, C55 1.419
55 C 3.7359 -0.1221 -2.8152  O54 1.419, C56 1.520, H65 1.095, H66 1.095
56 C 3.2195 -1.2467 -3.6981  C55 1.520, H67 1.092, H68 1.094, H69 1.096
57 O 6.8036 -0.5315 -0.8944  P50 1.730, C58 1.413
58 C 8.0986 -0.9000 -0.4670  O57 1.413, C59 1.514, H70 1.089, H71 1.094
59 C 9.1230 0.1719 -0.7721  C58 1.514, H72 1.093, H73 1.094, H74 1.094
60 H 7.2977 -2.0717 -4.6815  C52 1.093
61 H 7.2369 -3.6097 -3.8415  C52 1.095
62 H 9.3210 -1.4424 -3.2854  C53 1.094
63 H 9.5882 -2.8917 -4.2736  C53 1.095
64 H 9.2618 -3.0431 -2.5412  C53 1.093
65 H 4.0033 0.7644 -3.3996  C55 1.095
66 H 2.9422 0.1855 -2.1265  C55 1.095
67 H 4.0125 -1.7002 -4.2972  C56 1.092
68 H 2.4394 -0.8802 -4.3723  C56 1.094
69 H 2.7962 -2.0494 -3.0826  C56 1.096
70 H 8.3841 -1.8653 -0.8823  C58 1.089
71 H 8.0474 -1.0421 0.6165  C58 1.094
72 H 9.1299 0.4267 -1.8345  C59 1.093
73 H 10.1222 -0.1663 -0.4807  C59 1.094
74 H 8.8908 1.0880 -0.2212  C59 1.094
75 O -3.1680 -3.1753 7.5372  P76 1.548
76 P -2.5668 -2.7605 6.1720  O75 1.548, O77 1.669, O80 1.665, O83 1.730
77 O -1.2198 -3.7318 6.3346  P76 1.669, C78 1.421
78 C -1.3332 -5.0682 6.8054  O77 1.421, C79 1.517, H86 1.093, H87 1.095
79 C -1.6263 -6.0397 5.6782  C78 1.517, H88 1.094, H89 1.095, H90 1.093
80 O -1.8652 -1.3523 6.7159  P76 1.665, C81 1.419
81 C -2.3159 -0.7172 7.9015  O80 1.419, C82 1.520, H91 1.095, H92 1.095
82 C -1.5337 -1.2102 9.1082  C81 1.520, H93 1.092, H94 1.094, H95 1.096
83 O -1.8952 -2.2970 4.6465  P76 1.730, C84 1.413
84 C -1.6901 -3.2323 3.6080  O83 1.413, C85 1.514, H96 1.089, H97 1.094
85 C -2.9963 -3.7379 3.0340  C84 1.514, H98 1.093, H99 1.094, H100 1.094
86 H -2.0857 -5.1693 7.5915  C78 1.093
87 H -0.3715 -5.3303 7.2593  C78 1.095
88 H -2.5636 -5.7837 5.1763  C79 1.094
89 H -1.7065 -7.0634 6.0573  C79 1.095
90 H -0.8305 -6.0185 4.9296  C79 1.093
91 H -3.3945 -0.8527 8.0323  C81 1.095
92 H -2.1485 0.3582 7.7816  C81 1.095
93 H -1.5358 -2.3000 9.1860  C82 1.092
94 H -1.9471 -0.7941 10.0319  C82 1.094
95 H -0.4832 -0.9054 9.0308  C82 1.096
96 H -1.0497 -4.0476 3.9411  C84 1.089
97 H -1.1340 -2.7158 2.8201  C84 1.094
98 H -3.6354 -4.1643 3.8108  C85 1.093
99 H -2.8047 -4.5003 2.2726  C85 1.094
100 H -3.5524 -2.9166 2.5724  C85 1.094

Properties
charge = 0
LUMO level = -2.0 eV
HOMO energy = -10.3 eV
SMILES = CCC[C@](C#N)(CCCCOC=O)[C@@](C#N)(CCC(=O)O)P(=O)(O)O.CCOP(=O)(OCC)OCC.CCOP(=O)(OCC)OCC

Here are the Löwdin charges for atoms 1 to 8, given in e:
1. C -0.14
2. C -0.25
3. C -0.15
4. C -0.30
5. C -0.11
6. N 0.14
7. C -0.14
8. C -0.19

=====

Entry 2:
Formula: C44H109BN7O23
Source: the OMol25 dataset
Level of theory: wB97M-V/def2-TZVPD

Last columns: bonded neighbours and bond lengths (Å).
Element x y z (Å)
1 O 1.4356 2.5982 3.0832  C2 1.212
2 C 0.9685 1.8359 2.2651  O1 1.212, O3 1.342, C6 1.615
3 O 0.6114 2.0578 0.9907  C2 1.342, B4 1.486
4 B 0.1371 0.7961 0.3647  O3 1.486, O5 1.492, O8 1.514, O12 1.472
5 O 0.0632 -0.1891 1.4825  B4 1.492, C6 1.296
6 C 0.6355 0.2805 2.5463  C2 1.615, O5 1.296, O7 1.221
7 O 0.8504 -0.3076 3.5942  C6 1.221
8 O 1.2056 0.2606 -0.5645  B4 1.514, C9 1.314
9 C 0.6137 -0.0430 -1.6978  O8 1.314, O10 1.242, C11 1.517
10 O 1.1308 -0.6082 -2.6753  C9 1.242
11 C -0.8493 0.3496 -1.6155  C9 1.517, O12 1.297, O13 1.239
12 O -1.0884 0.8614 -0.4476  B4 1.472, C11 1.297
13 O -1.6504 0.0775 -2.5201  C11 1.239
14 C 4.1330 0.5738 -0.3292  O15 1.428, H16 1.090, H17 1.090, H18 1.090
15 O 5.5269 0.6373 -0.0256  C14 1.428, H19 0.960
16 H 3.8316 -0.4470 -0.5642  C14 1.090
17 H 3.6511 1.0481 0.5257  C14 1.090
18 H 3.8492 1.2524 -1.1337  C14 1.090
19 H 6.0102 0.7698 -0.8443  O15 0.960
20 C 0.5506 -3.9470 2.9289  O21 1.389, H22 1.090, H23 1.090, H24 1.090
21 O -0.5123 -4.8132 2.7047  C20 1.389, H25 0.960
22 H 1.3169 -4.5039 2.3897  C20 1.090
23 H 0.3688 -2.9120 2.6395  C20 1.090
24 H 0.9666 -3.9518 3.9363  C20 1.090
25 H -1.3035 -4.4464 3.1061  O21 0.960
26 C 4.3212 0.4014 5.1960  O27 1.355, H28 1.090, H29 1.090, H30 1.090
27 O 4.5402 1.3970 6.0891  C26 1.355, H31 0.960
28 H 4.6004 0.6000 4.1613  C26 1.090
29 H 4.7751 -0.5264 5.5442  C26 1.090
30 H 3.2777 0.1211 5.0528  C26 1.090
31 H 3.7215 1.8947 6.1493  O27 0.960
32 C -3.0581 0.6377 -5.4110  O33 1.457, H34 1.090, H35 1.090, H36 1.090
33 O -3.1938 -0.3108 -6.5087  C32 1.457, H37 0.960
34 H -3.5178 1.5625 -5.7597  C32 1.090
35 H -3.5353 0.2235 -4.5228  C32 1.090
36 H -2.0243 0.8498 -5.1381  C32 1.090
37 H -4.0714 -0.6988 -6.4815  O33 0.960
38 C 2.1749 5.6188 3.7636  O39 1.444, H47 1.090, H48 1.090, H49 1.090
39 O 1.1030 6.4891 3.3411  C38 1.444, C40 1.407
40 C 0.2067 6.0249 2.3603  O39 1.407, C41 1.553, H50 1.090, H51 1.090
41 C 0.8089 5.8515 0.9396  C40 1.553, N42 1.476, H52 1.090, H53 1.090
42 N 0.6251 7.1037 0.1804  C41 1.476, C43 1.479, H54 1.010
43 C 0.8033 6.8476 -1.2650  N42 1.479, C44 1.519, H55 1.090, H56 1.090
44 C 0.9477 8.1006 -2.1118  C43 1.519, O45 1.443, H57 1.090, H58 1.090
45 O 1.0554 7.6402 -3.4754  C44 1.443, C46 1.420
46 C 1.0633 8.7311 -4.3850  O45 1.420, H59 1.090, H60 1.090, H61 1.090
47 H 1.8744 4.6414 4.1412  C38 1.090
48 H 2.6589 6.1326 4.5941  C38 1.090
49 H 2.9651 5.4449 3.0333  C38 1.090
50 H -0.5027 6.8521 2.3845  C40 1.090
51 H -0.3436 5.1523 2.7120  C40 1.090
52 H 0.1346 5.0896 0.5486  C41 1.090
53 H 1.8313 5.4758 0.9790  C41 1.090
54 H 1.1993 7.8878 0.4556  N42 1.010
55 H -0.0669 6.3143 -1.6476  C43 1.090
56 H 1.7267 6.2686 -1.2763  C43 1.090
57 H 1.8432 8.5989 -1.7403  C44 1.090
58 H 0.0318 8.6802 -1.9961  C44 1.090
59 H 1.8908 9.3965 -4.1386  C46 1.090
60 H 0.1128 9.2644 -4.3701  C46 1.090
61 H 1.1239 8.3876 -5.4177  C46 1.090
62 C -4.1807 -0.8237 1.1436  O63 1.443, H71 1.090, H72 1.090, H73 1.090
63 O -3.9739 -1.6517 2.3067  C62 1.443, C64 1.356
64 C -2.8189 -1.3637 2.9559  O63 1.356, C65 1.571, H74 1.090, H75 1.090
65 C -2.6240 -2.2222 4.2573  C64 1.571, N66 1.431, H76 1.090, H77 1.090
66 N -2.6639 -3.6224 3.9655  C65 1.431, C67 1.462, H78 1.010
67 C -2.9986 -4.4454 5.1272  N66 1.462, C68 1.541, H79 1.090, H80 1.090
68 C -2.0186 -4.3367 6.3116  C67 1.541, O69 1.435, H81 1.090, H82 1.090
69 O -2.1810 -3.0784 6.9814  C68 1.435, C70 1.414
70 C -1.4299 -3.0324 8.1784  O69 1.414, H83 1.090, H84 1.090, H85 1.090
71 H -3.3057 -0.8333 0.4937  C62 1.090
72 H -4.2901 0.2229 1.4277  C62 1.090
73 H -5.0478 -1.2956 0.6815  C62 1.090
74 H -2.8196 -0.3015 3.2002  C64 1.090
75 H -1.9077 -1.3844 2.3580  C64 1.090
76 H -3.4290 -1.9815 4.9516  C65 1.090
77 H -1.7390 -1.9320 4.8236  C65 1.090
78 H -3.3980 -3.5932 3.2724  N66 1.010
79 H -2.9775 -5.4715 4.7601  C67 1.090
80 H -4.0121 -4.3414 5.5146  C67 1.090
81 H -0.9892 -4.4622 5.9758  C68 1.090
82 H -2.1796 -5.1857 6.9760  C68 1.090
83 H -0.3449 -3.1181 8.1200  C70 1.090
84 H -1.8213 -3.7964 8.8501  C70 1.090
85 H -1.6797 -2.0475 8.5731  C70 1.090
86 C -1.9485 -7.8572 -3.4742  O87 1.416, H95 1.090, H96 1.090, H97 1.090
87 O -0.6940 -7.2017 -3.4253  C86 1.416, C88 1.440
88 C 0.1204 -7.4412 -2.2626  O87 1.440, C89 1.535, H98 1.090, H99 1.090
89 C 1.2387 -6.3931 -2.1754  C88 1.535, N90 1.416, H100 1.090, H101 1.090
90 N 0.6899 -5.0881 -2.1546  C89 1.416, C91 1.486, H102 1.010
91 C 0.4430 -4.6282 -0.7630  N90 1.486, C92 1.571, H103 1.090, H104 1.090
92 C -0.7192 -3.5758 -0.8557  C91 1.571, O93 1.387, H105 1.090, H106 1.090
93 O -1.8921 -4.2280 -1.2078  C92 1.387, C94 1.409
94 C -2.9889 -3.3603 -1.3827  O93 1.409, H107 1.090, H108 1.090, H109 1.090
95 H -1.7867 -8.9312 -3.3824  C86 1.090
96 H -2.4461 -7.6591 -4.4236  C86 1.090
97 H -2.6023 -7.4960 -2.6804  C86 1.090
98 H 0.5095 -8.4583 -2.3093  C88 1.090
99 H -0.3822 -7.4532 -1.2955  C88 1.090
100 H 1.7734 -6.5381 -3.1141  C89 1.090
101 H 1.9114 -6.5389 -1.3302  C89 1.090
102 H -0.2193 -5.2792 -2.5507  N90 1.010
103 H 1.2961 -4.2130 -0.2264  C91 1.090
104 H 0.0775 -5.4005 -0.0862  C91 1.090
105 H -0.4724 -2.8557 -1.6359  C92 1.090
106 H -0.9083 -3.0126 0.0582  C92 1.090
107 H -3.7071 -4.1057 -1.7245  C94 1.090
108 H -2.9690 -2.5703 -2.1334  C94 1.090
109 H -3.3483 -2.8610 -0.4829  C94 1.090
110 C -0.1490 4.1170 -3.8726  O111 1.429, H119 1.090, H120 1.090, H121 1.090
111 O -1.1504 3.4362 -3.1134  C110 1.429, C112 1.394
112 C -2.3484 4.1453 -3.0406  O111 1.394, C113 1.570, H122 1.090, H123 1.090
113 C -3.2473 3.5153 -1.9181  C112 1.570, N114 1.407, H124 1.090, H125 1.090
114 N -2.6122 3.7180 -0.6791  C113 1.407, C115 1.422, H126 1.010
115 C -3.4153 3.1228 0.3328  N114 1.422, C116 1.551, H127 1.090, H128 1.090
116 C -2.9533 3.4958 1.7651  C115 1.551, O117 1.435, H129 1.090, H130 1.090
117 O -3.7215 2.7247 2.7004  C116 1.435, C118 1.432
118 C -3.3147 2.8366 4.0684  O117 1.432, H131 1.090, H132 1.090, H133 1.090
119 H 0.0816 5.1178 -3.5074  C110 1.090
120 H -0.4633 4.1921 -4.9136  C110 1.090
121 H 0.7480 3.5012 -3.9380  C110 1.090
122 H -2.8602 4.0587 -3.9990  C112 1.090
123 H -2.2153 5.2265 -3.0050  C112 1.090
124 H -3.5100 2.5268 -2.2949  C113 1.090
125 H -4.1658 4.0998 -1.9724  C113 1.090
126 H -1.7597 3.1814 -0.7526  N114 1.010
127 H -3.4872 2.0364 0.2812  C115 1.090
128 H -4.4561 3.4465 0.3199  C115 1.090
129 H -3.2328 4.5134 2.0381  C116 1.090
130 H -1.9107 3.1836 1.8246  C116 1.090
131 H -2.2317 2.9354 4.1425  C118 1.090
132 H -3.5851 1.9169 4.5872  C118 1.090
133 H -3.8691 3.5984 4.6166  C118 1.090
134 C 3.4182 -3.2654 -2.1799  C135 1.514, H140 1.090, H141 1.090, H142 1.090
135 C 3.1526 -3.3092 -3.6701  C134 1.514, C136 1.540, N139 1.462, H143 1.090
136 C 3.7463 -4.5724 -4.3217  C135 1.540, O137 1.426, H144 1.090, H145 1.090
137 O 3.6887 -4.2508 -5.7099  C136 1.426, C138 1.418
138 C 4.4934 -5.1023 -6.5082  O137 1.418, H146 1.090, H147 1.090, H148 1.090
139 N 1.7398 -3.1916 -4.0280  C135 1.462, H149 1.010, H150 1.010
140 H 2.6549 -2.6565 -1.6954  C134 1.090
141 H 4.4042 -2.8394 -1.9941  C134 1.090
142 H 3.2541 -4.2609 -1.7674  C134 1.090
143 H 3.6364 -2.4303 -4.0961  C135 1.090
144 H 3.2261 -5.5165 -4.1603  C136 1.090
145 H 4.7798 -4.6889 -3.9957  C136 1.090
146 H 5.5534 -4.8980 -6.3576  C138 1.090
147 H 4.2531 -5.0226 -7.5684  C138 1.090
148 H 4.4052 -6.1503 -6.2219  C138 1.090
149 H 1.4618 -2.3450 -3.5525  N139 1.010
150 H 1.2684 -3.8506 -3.4250  N139 1.010
151 C 1.2479 1.0685 -5.3445  C152 1.545, H157 1.090, H158 1.090, H159 1.090
152 C 1.0378 -0.3963 -5.7876  C151 1.545, C153 1.555, N156 1.485, H160 1.090
153 C 0.2266 -0.4272 -7.1136  C152 1.555, O154 1.414, H161 1.090, H162 1.090
154 O 0.0294 -1.7966 -7.4068  C153 1.414, C155 1.422
155 C -0.6163 -2.0800 -8.6420  O154 1.422, H163 1.090, H164 1.090, H165 1.090
156 N 2.3282 -1.1019 -5.9943  C152 1.485, H166 1.010, H167 1.010
157 H 1.7811 1.6545 -6.0931  C151 1.090
158 H 1.9589 1.2388 -4.5360  C151 1.090
159 H 0.2653 1.4845 -5.1217  C151 1.090
160 H 0.4612 -0.9350 -5.0357  C152 1.090
161 H 0.7552 -0.0135 -7.9724  C153 1.090
162 H -0.7305 0.0886 -7.0356  C153 1.090
163 H -0.6801 -3.1588 -8.7836  C155 1.090
164 H -0.0345 -1.7242 -9.4923  C155 1.090
165 H -1.6015 -1.6215 -8.7272  C155 1.090
166 H 2.7527 -0.5239 -6.7055  N156 1.010
167 H 2.9826 -0.9990 -5.2319  N156 1.010
168 C 1.4501 1.7145 8.2374  C169 1.544, H174 1.090, H175 1.090, H176 1.090
169 C 1.3136 1.9830 6.7228  C168 1.544, C170 1.549, N173 1.450, H177 1.090
170 C -0.0622 2.5889 6.3489  C169 1.549, O171 1.441, H178 1.090, H179 1.090
171 O -1.1661 1.7189 6.6656  C170 1.441, C172 1.445
172 C -1.2295 0.4308 6.0145  O171 1.445, H180 1.090, H181 1.090, H182 1.090
173 N 2.3532 2.9088 6.3164  C169 1.450, H183 1.010, H184 1.010
174 H 1.0369 0.7343 8.4756  C168 1.090
175 H 0.9077 2.4352 8.8494  C168 1.090
176 H 2.4781 1.6659 8.5966  C168 1.090
177 H 1.4547 1.0652 6.1520  C169 1.090
178 H -0.0863 2.7938 5.2786  C170 1.090
179 H -0.2283 3.5391 6.8565  C170 1.090
180 H -1.3905 0.5664 4.9450  C172 1.090
181 H -2.0636 -0.1302 6.4361  C172 1.090
182 H -0.3123 -0.1317 6.1892  C172 1.090
183 H 2.1039 3.1657 5.3720  N173 1.010
184 H 2.2692 3.7671 6.8421  N173 1.010

Properties
charge = -1
LUMO level = 2.2 eV
HOMO energy = -5.7 eV

Here are the Löwdin charges for atoms 1 to 8, given in e:
1. O 0.12
2. C -0.32
3. O 0.20
4. B -0.82
5. O 0.21
6. C -0.37
7. O 0.11
8. O 0.21

=====

Number 1: HOMO-LUMO gap 8.350 eV. Number 2: HOMO-LUMO gap 7.897 eV.